(1)
156
Properties=species:S:1:pos:R:3:mulliken_charge:R:1 method="wB97M-V/def2-TZVPD" spin_multiplicity=1 total_charge=0 smiles=CC1(C)CCCC(C)(C)N1O.CC1(C)CCCC(C)(C)N1O.CC1(C)CCCC(C)(C)N1O.CC1(C)CCCC(C)(C)N1O.CC(C)O.CC(C)O.CC(C)O e_above_lowest_ev=0.626 total_energy_ev=-68574.3689 homo_energy_ev=-7.9 lumo_energy_ev=0.51
C -28.24762 1.85801 -16.00521 -1.662
C -27.91315 3.36179 -15.98682 2.095
C -28.25211 3.89642 -14.59785 -2.044
C -26.46316 3.59655 -16.30581 -1.249
C -26.11524 3.20359 -17.73274 -0.803
C -26.88997 4.10914 -18.70087 -1.182
C -28.40011 4.20573 -18.41648 1.604
C -28.88843 5.57511 -18.85625 -1.945
C -29.12512 3.09807 -19.18711 -1.750
N -28.68444 4.12656 -16.96938 0.263
O -30.09583 4.03761 -16.79632 -0.549
H -27.48601 1.21555 -15.55227 0.313
H -29.18073 1.67969 -15.46522 0.380
H -28.41380 1.43141 -16.99302 0.257
H -27.98116 4.95126 -14.53055 0.410
H -29.30019 3.75039 -14.33045 0.628
H -27.70083 3.32471 -13.84540 0.101
H -26.27835 4.68009 -16.31603 0.451
H -25.82688 3.15044 -15.53987 0.350
H -25.03230 3.22256 -17.84949 0.397
H -26.46013 2.19478 -17.98213 0.347
H -26.77837 3.56259 -19.64728 0.387
H -26.39408 5.04813 -18.95616 0.405
H -28.58825 5.80401 -19.88635 0.425
H -28.42713 6.37258 -18.27171 0.444
H -29.97159 5.67303 -18.79863 0.346
H -28.84503 2.09161 -18.88626 0.346
H -28.91537 3.20256 -20.25442 0.488
H -30.20263 3.20374 -19.05534 0.372
H -30.22811 4.53005 -15.97997 0.380
C -23.47120 4.02787 -8.62666 -1.708
C -22.35786 4.25666 -9.66660 1.704
C -21.53798 5.47280 -9.21783 -2.175
C -21.40318 3.06837 -9.72112 -1.183
C -21.85831 1.93028 -10.62720 -0.708
C -22.09427 2.47865 -12.03484 -1.432
C -23.17212 3.57050 -12.03577 1.297
C -23.06270 4.25908 -13.39544 -1.967
C -24.53899 2.90851 -11.83216 -1.450
N -22.89311 4.52282 -10.98895 0.612
O -23.66084 5.70879 -11.08345 -0.503
H -24.15841 4.86458 -8.75712 0.371
H -23.99638 3.09054 -8.82035 0.253
H -23.10376 3.96825 -7.60207 0.452
H -20.93714 5.13893 -8.36260 0.447
H -20.82767 5.82847 -9.96439 0.439
H -22.12708 6.29014 -8.79402 0.526
H -20.42733 3.37208 -10.11298 0.373
H -21.26287 2.69240 -8.70584 0.491
H -21.07393 1.16807 -10.64771 0.374
H -22.76536 1.39656 -10.32550 0.305
H -22.45683 1.71058 -12.71956 0.475
H -21.12664 2.84956 -12.38501 0.394
H -23.22785 3.54366 -14.21263 0.392
H -22.01104 4.49640 -13.56331 0.482
H -23.77484 5.06808 -13.52631 0.374
H -25.32612 3.66941 -11.87159 0.523
H -24.63040 2.44224 -10.85363 -0.013
H -24.76895 2.19118 -12.62447 0.482
H -23.02069 6.40510 -10.89362 0.365
C -32.18127 1.22835 -8.68225 -1.896
C -32.02643 2.28782 -7.60595 2.606
C -30.61254 2.17506 -7.00514 -1.467
C -32.21497 3.64300 -8.24998 -1.445
C -32.43331 4.83914 -7.32191 -0.767
C -33.56003 4.53088 -6.33998 -1.211
C -33.39972 3.16790 -5.65170 1.345
C -32.32666 3.26053 -4.54557 -1.455
C -34.74495 2.82049 -4.98226 -1.959
N -33.07527 2.11622 -6.61041 0.190
O -33.09364 0.82007 -6.07320 -0.406
H -31.84564 0.24438 -8.36132 -0.313
H -33.22153 1.10722 -9.00953 0.602
H -31.72445 1.44679 -9.65199 0.309
H -30.46523 1.39612 -6.26086 0.261
H -29.88286 1.96222 -7.79926 0.075
H -30.23293 3.15050 -6.68436 0.387
H -31.39047 3.84735 -8.93994 0.461
H -33.11056 3.63834 -8.88238 0.406
H -31.55709 5.22318 -6.79252 0.327
H -32.68147 5.66333 -7.99773 0.409
H -34.55502 4.60676 -6.77480 0.404
H -33.44024 5.23634 -5.51196 0.372
H -31.95331 2.27031 -4.25666 0.234
H -32.69067 3.62652 -3.57849 0.470
H -31.47951 3.89048 -4.81417 0.326
H -35.43911 2.52906 -5.77116 0.483
H -35.02614 3.66575 -4.35992 0.436
H -34.64610 1.92435 -4.36649 0.373
H -32.67306 0.85618 -5.19972 0.337
C -28.10204 -5.20080 -12.99765 -2.231
C -26.85081 -4.80763 -12.21613 2.247
C -27.20657 -3.69331 -11.23392 -2.058
C -26.38240 -6.06447 -11.47412 -1.320
C -24.93662 -5.94910 -11.04213 -0.680
C -24.00453 -5.62908 -12.20277 -1.219
C -24.42704 -4.32774 -12.90268 1.801
C -24.02630 -3.08140 -12.12058 -1.714
C -23.67090 -4.30978 -14.24361 -1.946
N -25.85142 -4.39450 -13.21256 0.146
O -26.28139 -3.21490 -13.87846 -0.374
H -27.85279 -5.86686 -13.83209 0.526
H -28.84056 -5.71866 -12.38508 0.413
H -28.57955 -4.35725 -13.50345 0.385
H -28.24712 -3.79339 -10.89808 0.681
H -26.63601 -3.73546 -10.30150 0.264
H -27.17086 -2.68250 -11.63649 0.129
H -26.98120 -6.07845 -10.55472 0.407
H -26.62423 -6.98880 -11.99805 0.378
H -24.81940 -5.13586 -10.31251 0.248
H -24.59494 -6.80508 -10.45140 0.424
H -23.95165 -6.45063 -12.91689 0.346
H -23.02494 -5.41718 -11.76920 0.513
H -24.14077 -2.20182 -12.76430 0.384
H -22.98649 -3.07932 -11.78711 0.400
H -24.65547 -2.79919 -11.27190 0.266
H -23.50848 -3.30043 -14.63105 0.331
H -24.21990 -4.89189 -14.98311 0.461
H -22.65599 -4.70308 -14.14171 0.414
H -26.39795 -3.52555 -14.78188 0.319
C -29.58823 -4.14964 -7.51581 -1.407
C -30.51719 -3.00104 -7.83481 0.340
C -30.34609 -1.84555 -6.84484 -1.105
O -30.16563 -2.52020 -9.15113 -0.338
H -28.56294 -3.81983 -7.30179 0.288
H -29.47576 -4.76140 -8.41267 0.311
H -29.85174 -4.73766 -6.63372 0.439
H -31.58403 -3.21823 -7.87218 0.426
H -29.39073 -1.32632 -6.93961 0.330
H -30.37203 -2.30483 -5.84627 0.505
H -31.16880 -1.13185 -6.82955 0.074
H -29.39653 -1.95581 -9.00103 0.133
C -27.16933 1.04396 -9.48920 -1.464
C -28.19587 0.76530 -10.55563 0.883
C -27.55790 0.29680 -11.85741 -0.811
O -29.08916 -0.23422 -10.05111 0.071
H -27.59725 1.27199 -8.51225 0.366
H -26.51752 1.86983 -9.76968 0.241
H -26.58149 0.12977 -9.35953 0.334
H -28.82617 1.64838 -10.73341 0.215
H -28.27551 -0.17487 -12.52426 0.658
H -26.76946 -0.41417 -11.58520 -0.110
H -26.99700 1.10647 -12.33037 -0.230
H -29.64930 -0.59199 -10.74745 0.002
C -32.88826 -2.09268 -11.81512 -1.089
C -34.23316 -1.45493 -11.52166 0.642
C -34.65319 -1.76593 -10.08741 -1.237
O -34.07287 -0.05175 -11.69699 -0.557
H -32.94411 -3.16176 -11.58792 0.364
H -32.09695 -1.68893 -11.18293 -0.027
H -32.61060 -2.03733 -12.86872 0.411
H -34.98692 -1.87571 -12.19772 0.185
H -35.67342 -1.40977 -9.90591 0.401
H -34.00246 -1.30951 -9.34110 0.178
H -34.67077 -2.84555 -9.92450 0.414
H -34.79798 0.43234 -11.29187 0.335



(2)
169
Properties=species:S:1:pos:R:3:mulliken_charge:R:1 method="wB97M-V/def2-TZVPD" spin_multiplicity=1 total_charge=+1 total_energy_ev=-141375.6310 homo_energy_ev=-7.4 lumo_energy_ev=-2.48
C -10.56707 0.39480 -2.35411 -1.215
C -10.35103 -0.75284 -1.38892 -0.528
C -9.05142 -1.59173 -1.67346 -0.523
C -9.35415 -2.65770 -2.75639 -0.797
N -8.07800 -3.44798 -3.19332 0.284
C -8.54568 -4.55678 -4.12356 -0.527
C -8.36235 -4.03232 -5.55610 -0.640
C -7.08053 -3.19302 -5.49683 -0.467
C -6.99183 -2.68868 -4.06987 -0.536
C -7.40737 -4.13929 -1.99672 -1.146
H -10.72431 0.06729 -3.38179 0.314
H -9.66055 0.99959 -2.33072 0.312
H -11.38626 1.03607 -2.02885 0.366
H -11.22998 -1.39728 -1.40439 0.321
H -10.20100 -0.20720 -0.45733 0.315
H -8.63923 -2.07687 -0.78868 0.413
H -8.22820 -0.96732 -2.02063 0.418
H -9.76848 -2.12234 -3.61068 0.299
H -10.06969 -3.39199 -2.38636 0.376
H -7.88220 -5.41310 -4.00273 0.469
H -9.59170 -4.81464 -3.95789 0.253
H -8.28135 -4.91204 -6.19455 0.393
H -9.14827 -3.40886 -5.98239 0.308
H -6.24862 -3.86180 -5.71767 0.297
H -7.04778 -2.40331 -6.24741 0.332
H -5.98419 -2.79528 -3.66812 0.352
H -7.25599 -1.63983 -3.93484 0.281
H -7.12032 -3.38730 -1.26172 0.399
H -6.53547 -4.66181 -2.39023 0.518
H -8.11142 -4.86922 -1.59720 0.360
C 1.28442 5.54729 -5.38962 -1.242
C 0.52713 6.73634 -5.92392 -0.626
C -0.93205 6.47401 -6.27498 -0.689
C -1.72016 5.75809 -5.17993 -0.594
N -3.07506 5.22633 -5.67667 0.162
C -4.03130 6.28432 -6.32436 -0.626
C -4.39934 7.20977 -5.21111 -0.588
C -4.63539 6.23141 -4.01136 -0.518
C -3.91831 4.90551 -4.40970 -0.595
C -2.97658 3.88591 -6.50354 -0.980
H 2.35033 5.76649 -5.32729 0.382
H 1.05615 4.68463 -6.01558 0.293
H 1.07660 5.34966 -4.33803 0.328
H 1.09633 7.11396 -6.77334 0.394
H 0.39304 7.50896 -5.16684 0.328
H -0.83103 5.86242 -7.17156 0.330
H -1.37673 7.40085 -6.63737 0.333
H -1.89664 6.46004 -4.36493 0.443
H -1.22448 4.93658 -4.66271 0.396
H -4.88918 5.74472 -6.72558 0.460
H -3.41145 6.71093 -7.11296 0.408
H -5.29433 7.76364 -5.49453 0.433
H -3.59491 7.92053 -5.02184 0.274
H -5.68494 6.05349 -3.77710 0.340
H -4.09738 6.61463 -3.14430 0.300
H -4.67085 4.13656 -4.58436 0.370
H -3.24952 4.62626 -3.59556 0.304
H -2.33844 3.16270 -5.99575 0.394
H -2.47560 4.13645 -7.43860 0.365
H -3.95849 3.43895 -6.65906 0.420
C 0.53334 -0.11399 0.82478 -0.649
C -0.41709 -0.07530 -0.39908 0.543
O 0.11022 0.15479 -1.51776 -0.734
O -1.66667 -0.18845 -0.18171 -0.752
H 0.88286 0.90731 0.97599 0.139
H 1.39974 -0.76201 0.69235 0.228
H -0.05778 -0.38472 1.69964 0.227
Cl -6.02320 2.30549 5.11415 -0.193
C -5.16404 2.21417 3.59991 -0.406
C -3.95965 3.17259 3.63216 -0.238
Cl -4.53053 4.79460 3.14233 -0.216
H -5.93766 2.45293 2.87011 0.294
H -4.81228 1.18857 3.48802 0.286
H -3.28066 2.84728 2.84397 0.230
H -3.45397 3.16579 4.59774 0.241
Cl 2.69532 -1.50221 -8.85898 -0.162
C 1.44725 -1.47083 -7.61103 -0.414
C 0.22581 -2.39559 -8.02506 -0.437
Cl -0.46811 -1.85455 -9.58077 -0.191
H 1.08029 -0.46280 -7.41786 0.268
H 1.90918 -1.73350 -6.65933 0.328
H -0.55414 -2.41169 -7.26380 0.315
H 0.61077 -3.39466 -8.22943 0.293
C 7.21424 -7.99824 1.55476 -0.645
O 7.36795 -6.59584 1.92329 -0.271
P 6.85867 -5.42929 0.87236 0.915
O 7.50230 -5.37440 -0.46687 -0.659
O 5.25445 -5.68467 0.94204 -0.213
C 4.43617 -5.45538 -0.14366 -0.666
O 6.94156 -4.02686 1.75408 -0.291
C 8.23571 -3.45030 2.07102 -0.526
H 6.91885 -8.48618 2.48361 0.267
H 8.09639 -8.36645 1.03099 0.279
H 6.43037 -8.24581 0.83897 0.279
H 3.49389 -5.04506 0.21944 0.245
H 4.25893 -6.39160 -0.67299 0.240
H 4.92095 -4.71730 -0.78265 0.331
H 9.01250 -4.15659 1.77802 0.307
H 8.25491 -3.18248 3.12743 0.248
H 8.40065 -2.52315 1.52213 0.162
C -4.14452 -7.11659 5.49825 -0.792
O -2.96916 -6.39483 5.78422 -0.252
C -3.09425 -4.97134 5.85640 -0.609
C -1.75350 -4.28321 6.05668 -0.461
O -1.23049 -4.70630 7.28027 -0.242
C -0.20977 -3.96564 7.85392 -0.621
C 1.22592 -4.44282 7.40712 -0.505
O 1.23568 -5.86412 7.45839 -0.268
C 2.51550 -6.49456 7.22912 -0.720
H -4.39389 -6.95220 4.44997 0.301
H -5.02893 -6.74793 6.01788 0.315
H -4.08110 -8.19522 5.64193 0.251
H -3.67956 -4.70277 6.73582 0.306
H -3.60905 -4.54845 4.99371 0.410
H -2.02319 -3.23264 5.94868 0.373
H -1.11659 -4.52042 5.20452 0.293
H -0.29419 -4.15727 8.92361 0.284
H -0.35609 -2.90408 7.65448 0.405
H 1.93153 -3.98329 8.09926 0.391
H 1.50462 -4.10170 6.41010 0.339
H 2.85620 -6.18580 6.24084 0.293
H 2.29540 -7.55933 7.30598 0.227
H 3.21668 -6.27151 8.03330 0.283
C 15.07848 -0.80390 0.17649 -0.836
O 13.75101 -0.88350 -0.33775 -0.275
C 13.79370 -0.90206 -1.78307 -0.519
C 12.36649 -1.21196 -2.26055 -0.517
O 11.61447 -0.01596 -2.39642 -0.248
C 10.48647 -0.28267 -3.19557 -0.373
C 9.56773 0.90552 -3.33455 -0.608
O 9.35270 1.55008 -2.05178 -0.357
C 8.28668 0.91586 -1.30749 -0.603
H 15.00355 -0.76711 1.26329 0.275
H 15.60747 0.11945 -0.05951 0.327
H 15.80934 -1.58310 -0.03983 0.322
H 14.52118 -1.62896 -2.14431 0.395
H 13.97946 0.12249 -2.10537 0.273
H 11.87672 -1.90095 -1.57242 0.327
H 12.61248 -1.75058 -3.17569 0.330
H 9.91441 -0.99703 -2.60351 0.260
H 10.69338 -0.58836 -4.22116 0.335
H 8.64120 0.54685 -3.78287 0.397
H 10.06431 1.65703 -3.94834 0.336
H 8.60242 -0.07487 -0.98060 0.188
H 7.44696 0.76355 -1.98555 0.294
H 7.94449 1.47869 -0.43902 0.274
C -2.70377 3.76295 10.44260 -0.701
O -1.61923 4.50856 9.87032 -0.311
C -0.72230 3.77515 9.00286 -0.404
C 0.48963 4.65117 8.46994 -0.600
O 0.09066 5.39293 7.28664 -0.279
C 1.07100 6.35393 6.86390 -0.617
C 0.74555 6.88288 5.45660 -0.529
O 0.96896 5.75828 4.61266 -0.276
C 0.58871 6.01597 3.27134 -0.776
H -3.21913 3.30712 9.59719 0.296
H -3.34397 4.28622 11.15284 0.244
H -2.29102 2.85488 10.88208 0.298
H -1.31016 3.57767 8.10647 0.219
H -0.37134 2.86716 9.49324 0.379
H 1.21631 3.96238 8.03914 0.374
H 0.82869 5.39120 9.19485 0.353
H 2.04854 5.87206 6.88184 0.345
H 1.00613 7.18548 7.56562 0.376
H 1.30212 7.75974 5.12578 0.406
H -0.28200 7.22342 5.32903 0.343
H -0.43805 6.37540 3.20286 0.308
H 0.54117 5.07414 2.72472 0.258
H 1.22681 6.71195 2.72678 0.294